(1)
Formula: C18H66N10O15
Source: the Open Molecules 2025 dataset
Level of theory: ωB97M-V with the def2-TZVPD basis set

Geometry as XYZ:
```
109
Properties=species:S:1:pos:R:3:forces:R:3
C 0.15136 -0.83992 3.68168 -0.497 -2.688 -0.767
C -0.96801 -1.45923 2.84565 0.446 -0.378 1.809
O -1.13857 -2.79225 3.27547 0.223 0.416 1.106
H 1.10733 -1.26569 3.36940 -0.061 -0.044 0.300
H -0.03519 -1.03676 4.71700 0.053 0.055 0.690
H 0.18751 0.15204 3.45473 0.264 2.958 -0.250
H -0.62223 -1.48168 1.84108 -0.244 0.346 -1.268
H -1.92495 -0.93966 3.01001 0.208 0.348 -0.433
H -1.62913 -3.21542 2.58963 -0.266 -1.129 -1.033
C 4.44888 -1.45685 1.56306 -0.208 1.717 -0.478
C 5.85288 -0.81017 1.47397 -1.288 -0.558 0.871
O 6.74524 -1.76543 2.01894 -1.417 -1.554 -1.449
H 3.70432 -0.81077 1.05194 0.230 0.066 0.598
H 4.11409 -1.66702 2.56526 0.076 0.313 0.467
H 4.31247 -2.36105 1.01491 0.744 -0.935 -0.543
H 5.97589 0.07400 2.11344 -0.667 0.181 -0.260
H 5.99029 -0.49436 0.43340 0.703 -0.322 0.032
H 7.48880 -1.35135 2.36591 1.986 1.158 0.805
C -0.07171 -2.48206 -4.81046 0.827 -0.186 0.261
C -0.73708 -1.42429 -5.65713 -1.427 -2.249 -0.748
O -0.14006 -1.43114 -6.91877 0.617 0.574 -1.702
H 1.05415 -2.50447 -4.85107 -1.297 0.346 0.064
H -0.42382 -3.48080 -5.03057 -0.058 -0.240 -0.603
H -0.42505 -2.34824 -3.79940 0.302 0.199 0.517
H -0.71692 -0.46995 -5.22355 0.131 1.489 0.821
H -1.80821 -1.75187 -5.77577 0.607 0.565 0.324
H -0.50515 -0.75904 -7.53107 0.140 -0.592 0.841
C 3.38638 1.74353 3.18316 -1.534 -6.235 5.260
O 3.03662 0.71109 4.00225 1.442 4.882 -3.898
N 2.98016 1.88878 1.96059 -2.386 -1.049 -3.492
N 4.27354 2.62258 3.52084 4.321 3.799 3.266
H 2.36695 1.17453 1.57771 -0.244 -0.044 -0.004
H 2.92588 2.75450 1.45368 0.254 0.287 0.309
H 4.72815 2.64533 4.47585 -1.264 -0.504 -1.729
H 4.68044 3.35195 2.90533 -0.828 -1.101 0.378
C -2.79340 0.46454 -3.16223 0.402 -5.661 1.428
O -2.44428 -0.90725 -2.99196 -1.744 7.133 -1.135
N -3.55330 0.96418 -4.13034 -1.834 -2.508 -2.865
N -2.57605 1.41075 -2.27494 0.700 2.505 -0.264
H -4.16794 0.26551 -4.60788 1.120 0.987 0.332
H -3.99747 1.85118 -3.98287 -0.024 0.062 0.068
H -2.01627 1.27892 -1.47906 1.074 -0.483 1.354
H -2.63207 2.41504 -2.57245 -0.044 -1.664 0.367
C -0.01234 0.13115 -0.43055 6.310 1.663 1.691
O 1.21177 0.38733 0.09668 -4.760 -0.918 -1.533
N -1.15822 0.57432 0.05022 -0.712 3.440 2.736
N -0.10505 -0.42209 -1.60247 -0.214 -0.390 -1.940
H -1.10686 1.26973 0.83490 0.201 -1.622 -0.966
H -1.95874 -0.00156 0.19351 -0.418 -1.106 -0.066
H 0.71625 -0.84200 -2.02261 0.269 0.034 -0.218
H -1.00588 -0.51617 -2.10416 0.359 -0.198 0.190
C -1.21711 -3.38672 -0.35898 2.891 -5.474 7.225
O -1.13825 -4.12976 0.80457 -1.329 3.086 -4.737
N -2.28955 -3.14642 -0.98498 -5.933 0.220 0.297
N -0.12708 -3.01731 -0.95324 4.632 -2.049 0.644
H -3.12828 -3.33317 -0.36994 1.154 0.484 -1.663
H -2.29446 -2.50398 -1.76201 -0.445 0.051 -0.127
H 0.78264 -3.36065 -0.50380 -1.953 0.406 -1.079
H -0.11999 -2.11121 -1.28677 0.091 1.268 -1.005
C -5.50263 1.03986 2.87266 -3.760 -4.570 -4.973
O -6.47560 0.26831 2.23272 5.450 2.859 2.895
N -5.88660 1.94706 3.66372 -3.101 5.442 4.237
N -4.19270 1.03509 2.67664 0.941 -0.994 -0.721
H -6.87357 1.97147 3.84919 -0.270 -0.305 -0.155
H -5.53626 2.91906 3.75035 0.490 -1.454 -0.259
H -3.95354 0.24808 2.11808 1.226 -0.236 -0.502
H -3.47994 1.52350 3.23240 -1.186 -0.650 -0.519
C 4.22899 1.50906 -0.92662 -0.564 -1.043 -0.990
O 5.09385 2.04912 0.03307 0.834 0.588 -0.739
H 3.22447 1.85322 -0.78440 -0.897 0.128 0.365
H 4.19057 0.39974 -0.84585 0.045 0.514 -0.215
H 4.40083 1.77091 -2.00838 0.873 0.014 1.196
H 4.70365 1.85983 0.89004 -0.142 -0.254 0.099
C -3.31088 3.35544 0.19244 -3.472 1.838 -0.515
O -3.58269 4.70931 0.67738 1.577 -0.758 -0.729
H -3.83615 2.68096 0.80937 -0.733 -0.658 0.934
H -2.34881 3.05421 0.22353 3.463 -0.429 0.118
H -3.71495 3.16995 -0.81130 0.068 0.531 0.027
H -2.77008 5.22642 0.47877 -0.976 -0.354 0.210
C -0.42469 2.94127 2.27065 2.065 0.418 -0.635
O -1.38633 1.94745 2.53479 -1.123 0.612 1.656
H 0.49859 2.68310 2.85330 -0.658 0.619 -0.323
H -0.77981 3.97582 2.47907 0.195 -0.682 -0.096
H -0.07057 2.88486 1.18085 -0.799 0.008 1.409
H -1.67787 2.10367 3.47805 0.721 -0.473 -1.498
C 1.60144 -3.08201 1.39637 1.355 -2.035 2.305
O 2.16029 -4.01257 0.43692 0.878 -1.856 0.061
H 0.92796 -3.70455 1.99546 -0.811 1.111 -0.356
H 1.26090 -2.10812 1.02663 -0.031 -0.731 -0.399
H 2.41558 -2.90900 2.08219 0.266 0.699 0.345
H 2.43950 -4.90517 0.89350 -1.184 2.931 -1.122
C 2.91830 -2.32809 -1.88323 -0.234 1.091 -0.803
O 2.06107 -1.68560 -2.83055 -0.962 0.502 0.089
H 2.90601 -1.87614 -0.91908 -0.529 0.242 0.934
H 3.84198 -2.09541 -2.29867 2.388 -0.476 -0.245
H 2.71258 -3.36503 -1.85765 -0.235 -0.842 0.015
H 2.40308 -0.79425 -2.97893 0.138 -0.242 -0.064
C 0.63288 2.86430 -1.97286 0.866 -2.287 -0.172
O 1.32754 3.81877 -2.63846 2.562 2.618 -0.983
H -0.25047 2.79022 -2.51480 -2.225 -0.478 -0.472
H 0.43812 2.96717 -0.91018 0.324 0.428 0.251
H 1.18657 1.94952 -2.17959 -0.509 -0.664 0.805
H 2.20022 3.47698 -2.92587 -0.934 0.513 0.493
C -4.26873 -0.48948 -0.35281 0.952 -1.393 -0.950
O -3.30031 -0.86018 0.60928 0.950 1.879 -1.003
H -4.33641 -1.23357 -1.15043 0.734 0.616 -0.599
H -4.24951 0.54361 -0.60847 0.804 0.575 -0.537
H -5.16840 -0.59473 0.06592 -3.804 -0.191 2.037
H -3.63079 -1.54664 1.12909 -0.709 -1.879 1.299
```
Positions in Å, forces in eV/Å.

lowest unoccupied orbital energy: -0.31 eV
2S+1: 1
HOMO: -8.6085 eV

Here are the Mulliken charges for atoms 1 to 99, given in e: C -1.1273; C 0.8276; O -0.6750; H 0.1276; H 0.5890; H -0.0832; H -0.1189; H 0.1321; H 0.4047; C -0.4132; C -0.5122; O -0.5397; H -0.3643; H 0.4767; H 0.5489; H 0.2719; H 0.1786; H 0.3244; C -0.9362; C -0.0459; O -0.5504; H 0.2380; H 0.4201; H 0.2767; H 0.2261; H 0.1180; H 0.3131; C 0.4922; O -0.7000; N 0.4701; N -0.3355; H -0.4032; H 0.4523; H 0.3101; H 0.2023; C 0.0672; O -0.6203; N -0.3995; N 0.7624; H 0.3367; H 0.1755; H -0.7417; H 0.4103; C 0.3294; O -0.1035; N 1.3927; N 1.0432; H -1.3535; H 0.1623; H 0.4545; H -1.0825; C 0.4015; O -0.8401; N -0.0797; N 0.1780; H 0.3376; H 0.1207; H 0.1808; H -0.5027; C 0.5329; O -0.7148; N -0.3625; N 0.0228; H 0.2924; H 0.2276; H -0.1337; H 0.1295; C 0.2673; O -0.6253; H -0.3210; H -0.0555; H 0.3634; H 0.3390; C 0.1757; O -0.5899; H 0.0095; H -0.1466; H 0.4059; H 0.3637; C -0.3634; O -0.6262; H 0.3893; H 0.3647; H -0.3896; H 0.3928; C -1.3216; O -0.6566; H 0.5871; H 0.1617; H 0.7455; H 0.3615; C -0.8597; O -0.5528; H 0.1100; H 0.6323; H 0.3020; H 0.2052; C -0.2779; O -0.6399

(2)
Formula: C4H12
Source: the Open Molecules 2025 dataset
Level of theory: ωB97M-V with the def2-TZVPD basis set

Geometry as XYZ:
```
16
Properties=species:S:1:pos:R:3:forces:R:3
C 1.90110 -0.44374 -1.16046 0.253 1.980 -2.536
C 1.84139 -1.79336 -0.55220 -0.606 3.418 5.050
H 2.79510 -0.37268 -1.89875 -1.564 -0.044 1.035
H 0.95121 -0.05860 -1.70028 1.533 -0.795 0.774
H 2.14277 0.25524 -0.36627 -0.222 0.467 -0.103
H 0.90251 -1.92128 0.02102 0.315 -0.510 -0.727
H 2.60553 -1.69940 0.27095 -0.516 -0.653 -0.596
H 2.15599 -2.51615 -1.13706 0.788 -3.857 -2.885
C -1.85749 1.82618 0.73035 -0.269 1.336 0.508
C -1.94483 0.29423 0.95000 -0.588 0.627 -3.179
H -2.03108 2.20815 -0.30969 0.007 -1.075 0.591
H -2.60461 2.39946 1.32011 0.273 -0.525 -0.152
H -0.89344 2.32837 0.98126 -0.401 -0.883 0.141
H -2.85299 -0.13765 0.45325 0.858 0.544 -0.309
H -1.05535 -0.17177 0.55036 0.141 -0.218 -0.603
H -2.05582 -0.19701 1.84741 -0.002 0.188 2.993
```
Positions in Å, forces in eV/Å.

lowest unoccupied orbital energy: 1.10 eV
2S+1: 1
SMILES: CC.CC
HOMO: -11.3753 eV

Mulliken charges in e: C -0.7307; C -0.7878; H 0.2869; H 0.2221; H 0.2369; H 0.2059; H 0.2174; H 0.3497; C -0.8639; C -0.6006; H 0.2601; H 0.2948; H 0.2698; H 0.2559; H -0.0158; H 0.3993

(3)
Formula: C10H19N2Si
Source: the Open Molecules 2025 dataset
Level of theory: ωB97M-V with the def2-TZVPD basis set

Geometry as XYZ:
```
32
Properties=species:S:1:pos:R:3:forces:R:3
C 4.15887 0.70869 -0.16194 -0.328 -0.481 3.013
C 3.63886 0.36350 1.11749 2.690 -0.616 0.273
C 3.31019 0.63418 -1.20981 0.418 -0.895 -1.415
C 2.41597 -0.25831 1.15293 -2.400 0.605 -0.838
C -1.58930 1.25364 1.38647 2.856 -0.638 -0.389
C -0.81458 1.75973 -0.93764 0.397 0.529 0.292
C -2.61142 0.08058 -0.37158 -1.341 -2.380 -1.667
C -0.17564 -2.34929 1.03590 -0.502 -0.164 -1.105
C -0.00622 -1.78844 -1.75760 -1.813 -0.935 1.006
C -1.27691 0.61588 -0.05182 0.525 0.953 2.468
N 2.14077 0.04317 -1.14986 -1.342 0.324 -0.459
N 1.65146 -0.37363 -0.01855 2.704 1.230 2.065
Si -0.11950 -0.88357 -0.12769 0.331 -1.320 -0.474
H 5.20179 0.91192 -0.25439 0.398 0.639 -0.186
H 4.38520 0.39175 2.01413 -1.926 0.014 -1.559
H 3.65157 0.84426 -2.20711 -0.109 0.316 -0.287
H 1.85119 -0.54286 2.05401 0.674 -0.082 -0.410
H -0.66217 1.82010 1.73545 -1.460 -0.561 -0.063
H -2.40492 1.88346 1.14207 -0.521 1.134 0.231
H -1.95526 0.53840 2.13052 0.368 -0.006 -0.101
H -1.10373 1.62471 -1.93593 -0.881 -0.341 -1.560
H 0.25870 1.80448 -1.06735 0.470 0.296 0.536
H -1.18998 2.75716 -0.63928 0.180 -0.582 0.114
H -2.74543 -0.19975 -1.41824 0.219 -0.050 -0.244
H -2.79643 -0.86410 0.17388 -0.167 0.387 0.049
H -3.44722 0.72614 -0.18372 -0.262 0.616 0.393
H -1.03727 -2.85827 0.51452 0.459 0.135 1.316
H 0.65499 -3.07222 0.98484 -0.048 0.526 -0.471
H -0.29258 -2.14726 2.07280 -0.790 0.016 0.880
H -0.24199 -1.13623 -2.59102 0.747 -0.255 -0.487
H 0.89742 -2.44538 -1.72978 -0.614 0.848 -0.622
H -0.90062 -2.49845 -1.68024 1.068 0.734 -0.297
```
Positions in Å, forces in eV/Å.

lowest unoccupied orbital energy: -4.86 eV
total charge: +1
2S+1: 1
SMILES: CC(C)(C)[Si](C)(C)[n+]1ccccn1
HOMO: -13.7263 eV

Mulliken charges in e: C -0.1180; C -0.5132; C -0.4139; C 0.0583; C -1.7341; C -1.5800; C -1.9152; C -1.1511; C -1.1500; C 1.8379; N -0.5934; N 0.7706; Si -0.0361; H 0.4417; H 0.3081; H 0.4198; H 0.4178; H 0.3588; H 0.6017; H 0.3792; H 0.4340; H 0.3200; H 0.3834; H 0.4044; H 0.3650; H 0.4747; H 0.3384; H 0.3795; H 0.4357; H 0.3334; H 0.3520; H 0.3903

(4)
Formula: C5H8N3
Source: the Open Molecules 2025 dataset
Level of theory: ωB97M-V with the def2-TZVPD basis set

Geometry as XYZ:
```
16
Properties=species:S:1:pos:R:3:forces:R:3
C -0.59272 3.22410 -0.44849 0.205 -0.637 1.118
C -0.84226 1.93779 -0.92593 0.897 1.288 -0.217
C -0.14147 3.07714 0.89976 -0.711 -1.568 -2.866
C -0.70962 1.15276 0.18181 -0.040 -2.878 0.124
C 0.15089 -2.35128 0.08531 1.390 3.228 -0.863
N -0.10979 1.72199 1.19280 1.482 1.776 2.514
N 0.97609 -3.31668 -0.17691 -0.601 -4.389 -0.276
N 0.60743 -1.16309 -0.04446 -2.940 2.543 1.090
H -0.68099 4.12305 -1.02826 -0.092 0.250 0.151
H -0.90184 1.69313 -1.94296 -0.533 -0.645 -0.976
H 0.01887 3.78718 1.62153 0.356 1.506 1.664
H -0.85937 -2.46883 0.32296 -1.367 -0.749 0.435
H 0.16927 1.44661 2.16356 -0.817 -0.420 -1.554
H 0.50493 -4.20771 -0.36850 0.949 0.255 0.187
H 1.85083 -3.14476 -0.63896 0.047 -0.025 -0.013
H 1.56561 -1.15438 -0.23516 1.775 0.466 -0.518
```
Positions in Å, forces in eV/Å.

lowest unoccupied orbital energy (spin up / spin down): -5.80 / -6.54 eV
total charge: +1
2S+1: 1
HOMO (spin up / spin down): -13.3740 / -13.3963 eV

Mulliken charges in e: C -0.1900; C -0.1840; C -0.4506; C 0.0311; C 0.0811; N -0.0221; N -0.4012; N -0.4330; H 0.4105; H 0.4238; H 0.4596; H 0.3698; H 0.3018; H 0.2604; H 0.2245; H 0.1183

Energy, record by record: -65343.4145; -4341.3851; -21528.8143; -9773.6676 eV
Relative energy (zero: lowest compared OMol25 entry of this formula, charge and spin), record by record: 38.1; 26.4; 0.0; 112.4 kcal/mol
Strongest force on any atom, record by record: 9.515; 6.128; 3.618; 4.439 eV/Å